The following is a DFT calculation (wB97M-V/def2-TZVPD) of a molecular structure, C23H24N10O4STi.

Structure (XYZ):
```
63
Properties=species:S:1:pos:R:3:lowdin_charge:R:1
Ti 0.12 0.83 -0.87 0.940
N 1.55 0.09 2.54 0.063
N 1.13 -1.24 2.41 -0.024
C 0.66 -1.64 1.19 -0.429
N 0.27 -2.93 1.10 0.179
N 0.83 -0.85 0.15 0.081
N 0.18 -1.16 -1.02 -0.510
O -0.79 -2.01 -1.13 -0.120
O 0.73 -0.58 -2.06 -0.138
H 1.94 0.22 3.47 0.090
H 0.79 0.74 2.38 0.064
H 0.57 -1.60 3.17 0.130
H -0.05 -3.36 1.94 0.101
H -0.30 -3.08 0.26 0.081
N -6.84 4.72 -0.65 0.106
C -5.78 3.88 -0.93 -0.315
C -5.99 2.63 -1.52 -0.022
C -4.93 1.80 -1.80 -0.060
C -3.64 2.23 -1.52 -0.291
C -3.40 3.48 -0.97 -0.050
C -4.47 4.31 -0.69 -0.022
S -2.29 1.13 -1.77 0.660
O -2.62 0.14 -2.74 -0.233
O -1.10 1.97 -2.09 -0.360
N -1.79 0.61 -0.33 -0.169
C -2.57 -0.24 0.41 -0.421
N -3.81 -0.50 -0.04 0.145
C -4.58 -1.24 0.73 -0.109
C -4.18 -1.71 1.96 -0.057
C -2.90 -1.35 2.35 -0.138
N -2.09 -0.63 1.60 0.142
H -7.75 4.31 -0.60 0.092
H -6.66 5.47 -0.01 0.092
H -7.01 2.31 -1.73 0.112
H -5.07 0.81 -2.23 0.115
H -2.38 3.79 -0.78 0.110
H -4.30 5.29 -0.26 0.113
H -5.58 -1.46 0.34 0.113
H -4.83 -2.29 2.60 0.097
H -2.51 -1.64 3.32 0.105
N 1.62 1.84 -2.03 0.031
C 2.82 1.51 -1.33 -0.249
C 3.80 0.74 -1.94 -0.019
C 4.98 0.46 -1.28 -0.078
C 5.20 0.97 -0.01 -0.080
C 4.21 1.72 0.61 -0.028
C 3.01 2.01 -0.04 -0.140
C 1.93 2.77 0.64 -0.216
C 2.26 3.86 1.44 -0.045
C 1.28 4.51 2.17 -0.094
C -0.03 4.05 2.11 -0.099
C -0.35 2.98 1.29 -0.130
C 0.60 2.30 0.51 -0.184
H 1.62 1.51 -2.98 0.122
H 1.39 2.83 -1.99 0.128
H 3.62 0.35 -2.94 0.118
H 5.75 -0.13 -1.77 0.104
H 6.13 0.77 0.50 0.102
H 4.37 2.08 1.62 0.113
H 3.28 4.22 1.46 0.110
H 1.53 5.37 2.79 0.098
H -0.80 4.53 2.71 0.097
H -1.38 2.63 1.27 0.080
```

The calculation puts the energy above the lowest of the compared OMol25 structures with the same formula, charge and spin at 0.9564 eV. The value obtained for the largest force on an atom is 1.97 eV/A. As for the multiplicity: 1. Its total energy is -81279.8303 eV. The calculation puts the HOMO energy (spin up / spin down) at -6.312 / -6.313 eV.